No. 1
{"formula": "C56H43CsFIN6O9P2", "method": "wB97M-V/def2-TZVPD", "symbols": ["Cs", "O", "C", "O", "C", "C", "C", "C", "C", "N", "C", "O", "O", "H", "H", "H", "C", "C", "C", "C", "C", "C", "C", "C", "P", "C", "C", "C", "C", "C", "C", "C", "C", "C", "C", "C", "C", "C", "O", "C", "C", "C", "C", "C", "C", "P", "C", "C", "C", "C", "C", "C", "C", "C", "C", "C", "C", "C", "H", "H", "H", "H", "H", "H", "H", "H", "H", "H", "H", "H", "H", "H", "H", "H", "H", "H", "H", "H", "H", "H", "H", "H", "H", "H", "H", "H", "H", "H", "H", "H", "I", "C", "C", "N", "N", "C", "H", "H", "H", "N", "C", "H", "F", "C", "C", "N", "C", "C", "O", "O", "C", "O", "N", "C", "O", "H", "H", "H", "H"], "coordinates": [[-1.6577, 0.4168, 0.9298], [-1.4259, 4.2968, -1.3549], [-1.3181, 3.0847, -1.1320], [-0.6252, 2.5231, -0.2141], [-2.1005, 2.1142, -2.0122], [-2.5505, 2.4580, -3.2762], [-3.2581, 1.5039, -3.9969], [-3.5392, 0.2734, -3.4183], [-3.0950, 0.0333, -2.1228], [-2.3685, 0.9308, -1.4581], [-3.5014, -1.2423, -1.3555], [-4.2483, -2.0257, -1.9690], [-3.0641, -1.3152, -0.1685], [-2.3408, 3.4483, -3.6588], [-3.6101, 1.7261, -4.9965], [-4.1038, -0.4993, -3.9219], [3.4529, -7.2271, -4.0871], [4.0766, -5.8175, -4.1272], [5.3554, -5.8442, -4.9860], [3.0749, -4.8483, -4.7380], [2.6621, -5.0509, -6.0544], [1.7273, -4.2340, -6.6530], [1.1882, -3.1860, -5.9154], [1.5629, -2.9399, -4.5987], [0.5968, -1.5690, -3.8049], [1.8009, -0.5732, -2.8547], [1.3340, 0.2840, -1.8529], [2.1908, 1.1751, -1.2210], [3.5257, 1.2314, -1.5851], [3.9951, 0.4115, -2.6051], [3.1361, -0.4745, -3.2439], [-0.3328, -2.6156, -2.6162], [-1.3073, -3.4214, -3.2114], [-2.0651, -4.2942, -2.4489], [-1.8680, -4.3602, -1.0771], [-0.9208, -3.5485, -0.4770], [-0.1534, -2.6753, -1.2401], [2.5270, -3.7878, -4.0217], [2.8759, -3.5371, -2.7204], [3.8679, -4.2666, -2.1093], [4.2825, -3.8339, -0.8350], [5.2251, -4.5979, -0.1586], [5.7648, -5.7440, -0.7217], [5.3763, -6.1173, -1.9942], [4.4376, -5.3855, -2.7138], [3.6195, -2.2536, -0.1152], [2.3811, -2.8379, 1.1129], [1.9921, -4.1584, 1.3173], [0.9988, -4.4592, 2.2462], [0.3919, -3.4499, 2.9838], [0.7653, -2.1247, 2.7855], [1.7397, -1.8284, 1.8414], [5.0572, -1.8444, 0.9762], [5.0273, -1.8254, 2.3668], [6.1634, -1.4820, 3.0948], [7.3408, -1.1469, 2.4439], [7.3795, -1.1552, 1.0533], [6.2472, -1.4981, 0.3305], [3.2100, -7.5751, -5.0957], [2.5322, -7.2133, -3.4993], [4.1422, -7.9448, -3.6326], [5.1358, -6.1577, -6.0100], [6.0899, -6.5386, -4.5705], [5.8040, -4.8485, -5.0216], [3.0822, -5.8782, -6.6178], [1.4090, -4.4155, -7.6727], [0.4403, -2.5384, -6.3592], [0.2897, 0.2937, -1.5572], [1.7976, 1.8256, -0.4519], [4.1990, 1.9111, -1.0731], [5.0339, 0.4645, -2.9118], [3.5120, -1.0892, -4.0545], [-1.4781, -3.3480, -4.2819], [-2.8373, -4.8923, -2.9174], [-2.4787, -5.0195, -0.4708], [-0.7788, -3.5892, 0.5954], [0.5923, -2.0519, -0.7612], [5.5546, -4.2765, 0.8214], [6.4987, -6.3304, -0.1792], [5.8103, -7.0050, -2.4409], [2.4473, -4.9604, 0.7494], [0.6970, -5.4913, 2.3890], [-0.3851, -3.6913, 3.7009], [0.2803, -1.3200, 3.3355], [2.0071, -0.7896, 1.6646], [4.1133, -2.0740, 2.8919], [6.1243, -1.4808, 4.1787], [8.2204, -0.8704, 3.0150], [8.2920, -0.8843, 0.5334], [6.2784, -1.5014, -0.7546], [2.1554, 5.7605, 4.9887], [0.8475, 4.7761, 3.7195], [0.9661, 4.6369, 2.3527], [-0.1162, 3.9476, 1.9530], [-0.9156, 3.6085, 2.9710], [-0.3471, 4.1131, 4.0620], [1.7254, 4.9776, 1.6634], [-0.3112, 3.5267, 1.0029], [-0.7931, 3.9820, 5.0381], [1.1328, 0.9410, 2.8109], [2.0965, 0.9501, 2.1599], [0.2463, 0.8509, 3.3267], [-4.4311, -5.4340, 4.1684], [-4.7614, -4.1508, 4.3931], [-4.2056, -3.1727, 3.6740], [-4.5380, -1.8474, 3.8345], [-3.7166, -0.8298, 3.1557], [-2.2427, -0.8974, 3.7011], [-1.9312, -1.9253, 4.3435], [-1.5258, 0.0893, 3.3955], [-5.4324, -1.4576, 4.8100], [-5.7410, -0.3019, 5.0423], [-5.9835, -2.5098, 5.5240], [-5.7252, -3.8776, 5.4214], [-6.2949, -4.6785, 6.1421], [-3.4977, -3.3937, 2.8892], [-4.1213, 0.1551, 3.3463], [-3.6833, -1.0340, 2.0794], [-6.6368, -2.2392, 6.2353]], "forces_ev_per_angstrom": [[1.77, 0.21, 1.40], [0.03, -0.33, -0.02], [0.32, 0.34, 0.00], [0.13, 1.18, -0.93], [-0.11, -0.11, 0.08], [0.00, -0.01, -0.10], [-0.01, -0.08, 0.11], [0.04, 0.09, -0.06], [-0.04, 0.09, -0.01], [-0.70, 0.43, -2.34], [-0.36, -0.37, 0.01], [0.28, 0.23, 0.25], [-1.30, -1.13, -1.33], [0.00, -0.04, 0.00], [0.01, 0.01, -0.06], [-0.01, 0.02, 0.02], [-0.02, 0.01, 0.01], [-0.05, -0.02, 0.05], [0.01, 0.02, -0.01], [0.09, -0.05, 0.06], [-0.01, -0.01, -0.06], [-0.05, 0.02, 0.08], [0.04, -0.01, -0.02], [0.15, 0.25, -0.04], [-0.01, -0.16, 0.05], [-0.05, 0.00, 0.04], [-0.02, -0.01, -0.01], [-0.04, -0.05, 0.01], [0.19, -0.08, -0.06], [-0.11, 0.03, -0.03], [0.02, 0.05, 0.05], [0.00, 0.07, 0.01], [-0.03, -0.02, 0.06], [0.04, 0.03, -0.07], [0.00, -0.01, 0.00], [0.05, 0.03, 0.04], [0.09, -0.05, -0.09], [-0.04, -0.12, 0.00], [0.09, 0.06, 0.10], [0.02, 0.00, 0.00], [-0.31, 0.07, 0.02], [0.02, -0.02, -0.03], [0.07, -0.03, -0.02], [0.04, -0.01, 0.07], [-0.10, 0.05, -0.10], [-0.09, -0.06, 0.09], [-0.01, -0.07, -0.02], [0.08, -0.03, 0.05], [0.15, 0.12, 0.07], [-0.01, -0.24, 0.11], [0.18, 0.08, -0.19], [0.01, -0.43, -0.22], [-0.04, -0.09, -0.10], [0.01, 0.01, 0.04], [-0.01, 0.00, -0.03], [-0.02, 0.00, 0.00], [-0.02, 0.00, -0.02], [0.01, 0.08, 0.05], [0.03, 0.03, 0.09], [0.05, -0.02, -0.03], [-0.05, 0.06, -0.05], [0.01, 0.01, 0.09], [-0.05, 0.04, -0.03], [0.00, -0.06, 0.00], [-0.03, 0.05, 0.05], [0.02, 0.03, 0.03], [0.05, 0.00, 0.01], [-0.01, -0.07, -0.10], [-0.04, -0.02, -0.03], [-0.04, -0.04, -0.05], [0.00, -0.01, 0.01], [0.00, -0.06, 0.04], [-0.02, -0.01, 0.05], [0.02, 0.04, 0.01], [0.01, 0.05, -0.03], [-0.04, 0.09, -0.09], [-0.03, -0.02, -0.01], [-0.04, -0.02, 0.00], [-0.07, 0.04, -0.02], [0.00, 0.04, 0.00], [0.05, -0.01, -0.04], [-0.01, 0.04, -0.02], [0.04, 0.15, -0.04], [0.04, -0.38, -0.06], [0.05, -0.85, -0.21], [0.02, -0.03, -0.02], [-0.03, 0.03, -0.05], [-0.03, -0.02, -0.04], [-0.03, -0.02, 0.01], [0.01, 0.02, 0.00], [-0.08, -0.07, -0.08], [-0.05, 0.00, 0.14], [-0.16, -0.03, -0.07], [0.16, -0.05, 0.07], [0.16, 0.10, 0.14], [0.09, 0.03, -0.18], [-0.12, -0.08, 0.08], [0.04, 0.07, 0.08], [0.02, 0.01, -0.13], [-0.12, 0.45, 0.29], [-0.18, 1.05, 0.55], [0.06, -0.11, -0.27], [0.02, -0.20, 0.00], [-0.01, -0.08, -0.02], [-0.02, 0.49, -0.26], [-0.05, 0.12, -0.13], [0.67, -0.55, 0.44], [-0.17, -0.53, 0.80], [-0.12, 0.71, -0.41], [-0.05, -0.36, 2.34], [0.19, 0.16, -0.17], [0.05, -0.27, -0.02], [0.13, -0.16, -0.14], [-0.20, 0.20, 0.19], [0.05, 0.02, -0.05], [0.05, 0.06, 0.02], [-0.20, 0.02, 0.02], [-0.29, -0.08, 0.15], [-0.17, 0.07, 0.17]], "lowdin_charge": [1.63, 0.00, -0.62, -0.33, -0.20, -0.01, -0.06, -0.01, -0.19, -0.08, -0.65, -0.02, -0.34, 0.11, 0.09, 0.11, -0.02, -0.43, -0.03, -0.10, -0.05, -0.09, -0.12, -0.28, 1.13, -0.39, -0.10, -0.09, -0.10, -0.12, -0.13, -0.36, -0.12, -0.09, -0.08, -0.07, -0.08, -0.17, 0.03, -0.17, -0.26, -0.09, -0.08, -0.04, -0.10, 1.18, -0.38, -0.09, -0.10, -0.08, -0.06, -0.14, -0.37, -0.08, -0.09, -0.11, -0.10, -0.12, 0.08, 0.10, 0.08, 0.07, 0.07, 0.10, 0.10, 0.10, 0.09, 0.08, 0.08, 0.10, 0.09, 0.10, 0.10, 0.10, 0.11, 0.09, 0.08, 0.11, 0.10, 0.10, 0.10, 0.10, 0.10, 0.07, 0.00, 0.10, 0.10, 0.09, 0.09, 0.10, 0.75, -0.80, -0.17, -0.01, 0.04, -0.23, 0.11, 0.08, 0.09, 0.09, -0.01, 0.05, 0.07, -0.19, 0.05, 0.02, -0.05, -0.69, -0.02, -0.39, -0.46, 0.07, 0.21, -0.41, 0.06, 0.16, 0.12, 0.07, 0.15], "total_charge": -2, "homo_ev": -3.7, "multiplicity": 1}


No. 2
{"formula": "C56H47N7O9PTi", "method": "wB97M-V/def2-TZVPD", "symbols": ["Ti", "C", "O", "C", "N", "C", "C", "C", "C", "C", "C", "C", "C", "C", "C", "C", "C", "N", "C", "N", "C", "C", "O", "C", "C", "C", "C", "C", "C", "H", "H", "H", "H", "H", "H", "H", "H", "H", "H", "H", "H", "H", "H", "H", "H", "H", "H", "H", "O", "C", "O", "C", "C", "C", "C", "C", "C", "O", "N", "O", "O", "N", "O", "O", "H", "H", "C", "C", "C", "C", "C", "C", "C", "P", "C", "C", "C", "C", "C", "C", "C", "C", "C", "C", "C", "C", "C", "C", "H", "H", "H", "H", "H", "H", "H", "H", "H", "H", "H", "H", "H", "H", "H", "H", "H", "H", "H", "H", "N", "C", "C", "C", "N", "C", "C", "H", "H", "H", "H", "H", "H"], "coordinates": [[0.6407, -0.1241, 0.9727], [1.6609, -0.2049, 5.3785], [2.7128, -0.7257, 4.5589], [2.3210, -0.5739, 3.2862], [1.1548, -0.0649, 3.0721], [0.5211, 0.1336, 4.3906], [-0.0228, 1.5226, 4.6247], [-1.0599, 1.7019, 5.5316], [-1.5699, 2.9670, 5.7654], [-1.0459, 4.0608, 5.0922], [-0.0134, 3.8855, 4.1842], [0.5002, 2.6185, 3.9522], [3.1705, -1.0086, 2.2300], [4.3617, -1.6523, 2.5596], [5.1460, -2.1613, 1.5614], [4.7360, -1.9293, 0.2536], [3.5872, -1.2063, -0.0135], [2.7218, -0.7746, 0.9587], [3.4294, -0.8304, -1.4290], [2.6233, 0.0066, -1.9235], [2.9987, 0.2196, -3.3198], [4.1220, -0.8243, -3.5578], [4.3479, -1.3863, -2.2634], [3.4967, 1.6339, -3.5524], [3.4405, 2.1917, -4.8252], [3.9316, 3.4668, -5.0587], [4.4828, 4.2020, -4.0196], [4.5412, 3.6535, -2.7478], [4.0554, 2.3747, -2.5171], [2.0292, 0.6809, 5.8962], [1.3765, -0.9581, 6.1106], [-0.2816, -0.5951, 4.5063], [-1.4868, 0.8424, 6.0362], [-2.3901, 3.0936, 6.4599], [-1.4506, 5.0485, 5.2723], [0.3877, 4.7348, 3.6466], [1.2919, 2.4708, 3.2270], [4.6152, -1.7472, 3.6053], [6.0595, -2.6982, 1.7725], [5.3302, -2.2817, -0.5746], [2.1401, 0.0187, -3.9649], [5.0456, -0.3642, -3.9064], [3.8302, -1.6213, -4.2423], [3.0117, 1.6242, -5.6443], [3.8819, 3.8877, -6.0549], [4.8690, 5.1963, -4.2026], [4.9638, 4.2190, -1.9273], [4.0980, 1.9556, -1.5204], [-2.5976, 0.8009, 3.0945], [-1.8206, 0.0732, 2.5199], [-0.9167, 0.5061, 1.6741], [-1.8601, -1.4116, 2.7609], [-2.8709, -1.8916, 3.5564], [-3.0071, -3.2561, 3.7903], [-2.0880, -4.1511, 3.2754], [-1.0333, -3.6829, 2.5257], [-0.9042, -2.2956, 2.1668], [-0.0110, -1.9064, 1.3368], [-0.0348, -4.6431, 2.1114], [1.1333, -4.2920, 2.0931], [-0.3960, -5.7883, 1.8938], [-4.0964, -3.7446, 4.6064], [-4.1668, -4.9464, 4.8097], [-4.8932, -2.9315, 5.0431], [-3.5711, -1.1905, 3.9883], [-2.1765, -5.2055, 3.4936], [-0.0234, 2.0720, -3.4914], [-1.3308, 1.3745, -3.7509], [-1.8663, 1.4429, -5.0344], [-3.0777, 0.8527, -5.3479], [-3.7690, 0.1699, -4.3609], [-3.2436, 0.0822, -3.0818], [-2.0288, 0.6897, -2.7441], [-1.3094, 0.5886, -1.0283], [-2.8096, -0.2605, -0.3219], [-2.6842, -1.6426, -0.5201], [-3.6986, -2.5269, -0.1996], [-4.8614, -2.0366, 0.3694], [-4.9958, -0.6751, 0.5750], [-3.9998, 0.2398, 0.2279], [-4.2812, 1.6950, 0.4486], [-1.1351, 2.3765, -0.6179], [-2.0129, 3.3502, -1.0886], [-1.8657, 4.6780, -0.7300], [-0.8027, 5.0461, 0.0843], [0.1322, 4.1033, 0.4684], [0.0224, 2.7582, 0.0972], [1.1476, 1.8119, 0.3210], [-0.1872, 3.1390, -3.3230], [0.6261, 1.9762, -4.3607], [0.4916, 1.6758, -2.6159], [-1.3123, 1.9734, -5.8013], [-3.4763, 0.9268, -6.3518], [-4.7212, -0.2955, -4.5818], [-3.8078, -0.4624, -2.3421], [-1.7752, -2.0232, -0.9722], [-3.5788, -3.5885, -0.3793], [-5.6611, -2.7085, 0.6565], [-5.9097, -0.2938, 1.0156], [-5.1735, 1.8108, 1.0622], [-4.4512, 2.2008, -0.5030], [-3.4539, 2.1779, 0.9606], [-2.8262, 3.0698, -1.7456], [-2.5674, 5.4217, -1.0857], [-0.6787, 6.0810, 0.3803], [1.0084, 4.4169, 1.0262], [1.9406, 2.3154, 0.8896], [1.5524, 1.5811, -0.6647], [0.7525, -5.4848, -3.9292], [0.7430, -4.4211, -3.0638], [0.1380, -3.2063, -3.4040], [0.1786, -2.1596, -2.5057], [0.7627, -2.2170, -1.3081], [1.3652, -3.3676, -1.0027], [1.3842, -4.4773, -1.8237], [0.0883, -5.4809, -4.6823], [0.9857, -6.3875, -3.5557], [-0.3680, -3.0897, -4.3549], [-0.2927, -1.2159, -2.7595], [1.8381, -3.4141, -0.0322], [1.8770, -5.3844, -1.4961]], "forces_ev_per_angstrom": [[0.64, 0.45, -1.38], [-0.27, 0.21, 0.20], [0.43, -0.29, -0.35], [-1.31, 0.62, 0.86], [1.20, -0.50, 0.13], [0.03, 0.32, 0.23], [-0.06, 0.02, -0.20], [0.09, -0.06, 0.01], [0.01, -0.01, 0.06], [-0.03, 0.05, 0.03], [0.04, 0.02, 0.01], [0.02, -0.08, 0.03], [0.57, -0.27, -0.98], [-0.21, 0.11, 0.22], [-0.06, 0.02, -0.32], [0.25, -0.14, 0.35], [-0.23, 0.04, 0.27], [1.52, -0.62, 0.37], [-0.46, 0.40, -0.58], [0.03, 0.06, 0.28], [0.25, -0.05, -0.10], [-0.20, 0.12, -0.26], [0.21, -0.25, 0.22], [-0.15, 0.02, 0.07], [0.02, -0.05, 0.00], [0.02, 0.00, -0.06], [0.03, 0.04, 0.01], [0.02, -0.02, -0.01], [-0.03, -0.04, 0.00], [0.02, -0.01, -0.06], [0.06, -0.04, -0.05], [-0.04, 0.04, -0.11], [-0.04, 0.00, -0.03], [0.01, 0.02, 0.00], [0.00, 0.00, -0.03], [-0.01, 0.00, -0.01], [-0.04, 0.04, -0.04], [-0.01, -0.04, -0.01], [-0.01, -0.02, 0.01], [-0.03, 0.07, 0.01], [-0.02, 0.07, 0.04], [0.01, -0.04, 0.03], [-0.02, -0.03, 0.07], [-0.04, -0.01, 0.01], [0.00, 0.00, 0.01], [-0.03, 0.01, 0.01], [0.00, 0.02, -0.02], [-0.05, 0.01, 0.03], [-0.01, 0.12, -0.12], [-0.49, -0.31, 0.19], [-1.41, 0.60, 0.85], [0.31, -0.02, -0.35], [-0.27, -0.18, 0.11], [0.37, 0.30, -0.23], [0.03, -0.22, 0.11], [-0.35, 0.83, -0.08], [-0.14, -0.56, 0.07], [-0.63, -1.51, 0.56], [0.31, -0.53, 0.27], [-0.03, 0.15, -0.11], [-0.06, 0.18, -0.16], [-0.38, -0.17, 0.21], [0.05, 0.13, -0.04], [0.14, -0.07, -0.05], [-0.02, 0.01, -0.04], [0.01, 0.00, -0.04], [-0.06, -0.01, -0.06], [0.08, 0.04, 0.04], [0.04, -0.01, -0.03], [0.00, 0.01, 0.00], [0.01, 0.01, -0.08], [-0.02, 0.09, -0.05], [0.30, 0.00, -0.22], [-0.96, 0.37, -0.11], [0.28, -0.04, 0.26], [0.06, 0.13, 0.03], [0.04, -0.09, 0.07], [-0.07, -0.03, 0.04], [-0.01, 0.03, 0.03], [0.09, -0.18, -0.01], [0.10, -0.01, 0.05], [-0.01, -0.15, 0.01], [-0.05, 0.01, 0.13], [-0.05, 0.07, -0.09], [0.01, -0.02, 0.02], [0.00, 0.00, 0.02], [-0.07, 0.02, -0.23], [0.03, 0.89, 0.02], [0.04, -0.01, 0.09], [0.08, 0.00, 0.00], [0.11, -0.01, -0.06], [0.00, 0.01, 0.01], [0.00, 0.00, 0.00], [0.01, -0.02, 0.02], [-0.03, 0.02, -0.04], [-0.01, -0.03, 0.13], [0.04, 0.02, 0.00], [0.00, 0.01, -0.02], [0.01, 0.00, 0.02], [-0.01, 0.02, -0.01], [0.01, 0.05, 0.02], [0.06, 0.11, 0.01], [-0.05, -0.06, 0.03], [-0.01, -0.02, 0.00], [0.00, 0.00, 0.00], [0.00, -0.03, 0.01], [0.05, -0.02, -0.06], [0.25, -0.08, -0.10], [0.07, 0.02, -0.02], [0.04, 0.20, 0.08], [-0.01, -0.11, -0.05], [0.10, 0.08, -0.03], [0.23, 0.04, -0.02], [-0.18, -0.02, -0.02], [0.01, -0.10, -0.03], [-0.03, -0.05, 0.00], [-0.05, -0.04, -0.02], [-0.01, 0.04, 0.01], [0.02, -0.04, -0.04], [0.00, -0.05, 0.12], [0.01, 0.01, 0.02]], "lowdin_spin": [0.72, 0.00, 0.03, 0.05, -0.01, 0.00, 0.00, 0.00, 0.00, 0.00, 0.00, 0.00, 0.04, 0.00, 0.04, 0.00, 0.03, 0.03, 0.00, 0.01, 0.00, 0.00, 0.00, 0.00, 0.00, 0.00, 0.00, 0.00, 0.00, 0.00, 0.00, 0.00, 0.00, 0.00, 0.00, 0.00, 0.00, 0.00, 0.00, 0.00, 0.00, 0.00, 0.00, 0.00, 0.00, 0.00, 0.00, 0.00, 0.00, 0.00, -0.01, 0.01, 0.00, 0.01, 0.00, 0.00, 0.01, 0.01, 0.00, 0.00, 0.00, 0.00, 0.00, 0.00, 0.00, 0.00, 0.00, 0.00, 0.00, 0.00, 0.00, 0.00, 0.00, 0.00, 0.00, 0.00, 0.00, 0.00, 0.00, 0.00, 0.00, 0.00, 0.00, 0.00, 0.00, 0.00, 0.00, 0.00, 0.00, 0.00, 0.00, 0.00, 0.00, 0.00, 0.00, 0.00, 0.00, 0.00, 0.00, 0.00, 0.00, 0.00, 0.00, 0.00, 0.00, 0.00, 0.01, 0.00, 0.00, 0.00, 0.00, 0.00, 0.00, 0.00, 0.00, 0.00, 0.00, 0.00, 0.00, 0.00, 0.00], "homo_ev": [-6.7, -7.4], "multiplicity": 2, "s2": 0.762}


Quick rundown of calculated total energy, same order as above: -4266.10140, -4413.41400 a.u.
Quick rundown of energy above the lowest of the compared OMol25 structures with the same formula, charge and spin, same order as above: 192.2, 39.3 kJ/mol